2 unconnected molecules or ions with the total composition C8H20ClNO at a distorted geometry, computed with ωB97M-V with the def2-TZVPD basis set.

Geometry as ORCA input:
```
! wB97M-V def2-TZVPD RIJCOSX def2/J DEFGRID3
* xyz 0 1
C 1.089 -2.227 -1.356
C 0.589 -1.289 -0.219
N -0.254 -0.207 -0.639
C 0.679 0.860 -1.405
C -1.345 -0.461 -1.586
C -2.311 -1.709 -1.093
C -0.779 0.486 0.595
C 0.218 1.097 1.585
O -0.442 1.827 2.572
C 0.422 2.498 3.443
H 1.947 -1.673 -1.926
H 0.308 -2.443 -2.010
H 1.401 -3.118 -0.932
H 1.506 -1.116 0.446
H 0.090 -1.871 0.295
H 1.401 1.266 -0.779
H 0.136 1.813 -1.856
H 0.980 0.613 -2.358
H -0.847 -0.721 -2.653
H -1.863 0.408 -1.990
H -2.719 -1.491 -0.116
H -1.857 -2.637 -1.184
H -3.159 -1.664 -1.743
H -1.513 -0.108 1.158
H -1.437 1.321 0.488
H 1.212 1.649 1.124
H 0.515 0.333 2.186
H 0.797 3.302 2.738
H 1.303 1.909 3.851
H -0.196 3.055 4.143
Cl 4.129 0.297 -0.780
*
```

For the electronic energy, the calculation gives -24674.700 eV. Its energy above the lowest of the compared OMol25 structures with the same formula, charge and spin is 362.4 kJ/mol. As for the orbital gap: 6.96 eV. The LUMO energy is 0.04 eV.